Molecular formula: C16H24O4S
Method: DFT, wB97M-V/def2-TZVPD

Last column: natural (NBO) charge in e.
Geometry (Å):
C 2.5899 -2.2978 -2.2523  -0.6268
C 2.9629 -1.6158 -0.9000  0.1413
C 4.4494 -1.3193 -0.6834  -0.6244
O 2.4159 -2.2599 0.2505  -0.5269
C 1.3516 -1.4704 0.7838  0.2468
C 1.9841 -0.9342 2.1048  -0.6168
C 0.0194 -2.2067 1.3583  -0.6323
C 0.9420 -0.3554 -0.2062  0.0403
O 0.7061 0.9119 0.4875  -0.4665
C -0.6254 1.1339 0.2513  0.2759
C -1.3331 0.4065 -0.7006  -0.3157
S -0.3573 -0.7046 -1.5190  0.3217
C -2.8106 0.6960 -0.7577  0.2649
C -3.0196 1.3137 -2.1831  -0.6266
C -3.8349 -0.3424 -0.2833  -0.6200
O -2.9116 1.8446 0.1222  -0.5354
C -1.6342 2.0920 0.8454  0.2242
C -1.2475 3.5781 0.6463  -0.6229
C -1.8249 1.8624 2.3522  -0.6317
C 2.2578 -0.2502 -0.9524  0.5649
O 2.5335 0.5739 -1.8774  -0.5131
H 2.8014 -3.3579 -2.2527  0.2258
H 3.1295 -1.7513 -3.0731  0.2348
H 1.5560 -2.3089 -2.5560  0.2228
H 4.6607 -0.5795 0.0982  0.2245
H 4.8912 -0.8188 -1.5813  0.2319
H 4.9450 -2.2892 -0.5841  0.2234
H 2.7999 -0.2880 1.8296  0.2005
H 2.4428 -1.6694 2.7871  0.2286
H 1.1881 -0.4358 2.6305  0.2083
H -0.3223 -2.7798 0.5035  0.2225
H -0.7258 -1.4493 1.6527  0.2162
H 0.2245 -2.7892 2.2715  0.2208
H -2.0967 1.8183 -2.6035  0.2241
H -3.2434 0.5048 -2.9542  0.2029
H -3.7977 2.0319 -2.1538  0.2246
H -3.9346 -0.2451 0.7454  0.2267
H -3.3954 -1.2623 -0.6332  0.2138
H -4.7433 -0.1189 -0.8192  0.2185
H -0.7088 3.6885 -0.3569  0.2136
H -2.1286 4.1254 0.6269  0.2242
H -0.5057 4.0236 1.3835  0.2156
H -1.0105 2.3724 2.9913  0.2206
H -1.7880 0.7979 2.4795  0.2032
H -2.8520 2.1242 2.6812  0.2315

HOMO level ... -7.8 eV
Energy relative to the best compared isomer or geometry (same formula, charge and spin) ... 366.62 kJ/mol
Maximum force ... 5.859 eV Å⁻¹
Multiplicity ... 1
SMILES string ... CC1(C)OC(C)(C)[C@@]2(OC3=C(S2)C(C)(C)OC3(C)C)C1=O

---

Molecular formula: C5H6F2O
Method: DFT, wB97M-V/def2-TZVPD

Last column: natural (NBO) charge in e.
Geometry (Å):
O 1.3818 1.8596 -0.3039  -0.6609
C 1.2166 0.9370 0.6674  -0.0327
C 1.4772 -0.3875 0.5766  0.6559
F 1.1690 -1.2274 1.5697  -0.3142
F 1.8464 -0.9657 -0.5020  -0.2978
H 1.7739 1.4411 -1.0617  0.4846
H 0.6740 1.2035 1.5437  0.1960
C -0.5294 -1.2919 -1.4698  -0.2534
C -0.8940 -0.6185 -0.5375  -0.0158
C -1.8566 -0.0119 0.2985  -0.6982
H 0.1293 -1.4270 -2.2931  0.2295
H -1.8552 1.0354 0.0908  0.2374
H -1.7041 -0.1592 1.3372  0.2283
H -2.8289 -0.3875 0.0843  0.2412

HOMO level ... -8.7 eV
Energy relative to the best compared isomer or geometry (same formula, charge and spin) ... 316.21 kJ/mol
Maximum force ... 3.620 eV Å⁻¹
Multiplicity ... 1
SMILES string ... OC=C(F)F.C#CC

---

Molecular formula: C3H5NO2
Method: DFT, wB97M-V/def2-TZVPD

Last column: natural (NBO) charge in e.
Geometry (Å):
O 1.5534 -1.4344 -0.1931  -0.5139
C 1.4643 -0.4930 0.5549  0.4310
C 0.4339 0.6083 0.3977  -0.3516
N -0.4489 0.3903 -0.7146  -0.6122
C -1.6425 -0.2454 -0.5223  0.5360
O -2.1421 -0.4606 0.5615  -0.6037
H 2.1590 -0.3703 1.4105  0.1136
H -0.1760 0.6611 1.3056  0.2611
H 0.9582 1.5682 0.3012  0.2222
H -0.0258 0.2882 -1.6258  0.4009
H -2.1336 -0.5126 -1.4755  0.1167

HOMO level ... -10.0 eV
Energy relative to the best compared isomer or geometry (same formula, charge and spin) ... 79.03 kJ/mol
Maximum force ... 0.514 eV Å⁻¹
Multiplicity ... 1
SMILES string ... O=CCNC=O

---

Molecular formula: C5H14
Method: DFT, wB97M-V/def2-TZVPD

Last column: natural (NBO) charge in e.
Geometry (Å):
C 0.4993 0.2690 2.2153  -0.6082
C 1.1021 -1.1514 2.1505  -0.4036
C 0.0648 -2.0887 1.4945  -0.6142
H -0.5069 0.3568 2.6008  0.2037
H 1.0627 0.9931 2.8278  0.2036
H 0.5809 0.6399 1.1899  0.2017
H 1.4637 -1.4210 3.1431  0.1972
H 2.0240 -1.1654 1.5720  0.1974
H -0.8505 -1.5345 1.2715  0.2040
H -0.2500 -2.8737 2.1872  0.2100
H 0.4452 -2.5278 0.5820  0.2085
C -0.0307 1.2563 -2.8416  -0.6031
C -1.5359 1.6127 -2.7889  -0.6234
H 0.5422 1.7846 -2.0765  0.2000
H 0.1453 0.1937 -2.6904  0.1995
H 0.4013 1.5274 -3.7866  0.1998
H -1.6056 2.6821 -2.5657  0.2139
H -1.9851 1.1869 -1.8918  0.1991
H -2.1041 1.0734 -3.5375  0.2142

HOMO level ... -11.2 eV
Energy relative to the best compared isomer or geometry (same formula, charge and spin) ... 59.27 kJ/mol
Maximum force ... 2.097 eV Å⁻¹
Multiplicity ... 1
SMILES string ... CCC.CC

---

We obtain E values of -1323.0897, -468.9483, -322.5442, -198.8666 hartree for the records listed above, in that order.
We obtain gap between HOMO and LUMO values of 7.8, 9.4, 10.9, 12.2 eV for the records listed above, in that order.